No. 1
C3H8NO as an isolated structure in a non-equilibrium geometry, computed with ωB97M-V/def2-TZVPD.

max |F| = 0.1122 hartree/bohr
E_HOMO = -13.74 eV
LUMO level = -0.14095 Eh
energy above the lowest of the compared OMol25 structures with the same formula, charge and spin = 84.6 kcal/mol
HOMO-LUMO gap = 0.3640 hartree
charge = +1

Last column: Mulliken charge in e.
CARTESIAN COORDINATES (ANGSTROEM)
C1 -0.44 -1.12 0.60  -0.56
C2 -0.82 0.74 -0.08  -0.06
C3 1.58 0.14 0.06  -0.74
N1 0.32 -0.30 -0.34  -0.01
O1 -1.75 0.85 -1.02  -0.46
H1 -0.27 -1.20 1.62  0.32
H2 -1.02 -1.90 0.04  0.28
H3 -0.87 1.41 0.71  0.45
H4 1.69 1.16 -0.54  0.32
H5 1.51 0.34 1.15  0.30
H6 2.47 -0.57 -0.19  0.31
H7 0.26 -0.73 -1.31  0.43
H8 -2.66 1.18 -0.69  0.41

No. 2
C4H13NO3 as an isolated structure in a non-equilibrium geometry, computed with ωB97M-V/def2-TZVPD.

max |F| = 0.1123 hartree/bohr
E_HOMO = -8.98 eV
LUMO level = -0.12362 Eh
energy above the lowest of the compared OMol25 structures with the same formula, charge and spin = 290.0 kcal/mol
HOMO-LUMO gap = 0.2065 hartree

Last column: Mulliken charge in e.
CARTESIAN COORDINATES (ANGSTROEM)
O1 -0.81 -0.10 -1.35  -0.64
C1 0.07 0.22 -0.37  0.80
C2 -0.74 1.04 0.80  -0.75
C3 0.23 -0.61 0.79  0.48
C4 0.41 -2.08 0.85  -1.13
N1 0.24 2.11 0.85  -0.52
H1 0.91 0.73 -0.85  0.40
H2 -1.65 1.33 0.27  0.44
H3 0.99 -0.05 1.57  -0.98
H4 1.58 0.31 2.22  0.45
H5 0.73 -2.37 1.85  0.44
H6 1.12 -2.40 0.10  0.31
H7 -0.53 -2.59 0.63  0.35
H8 0.73 1.98 1.74  0.20
H9 -1.13 0.81 1.79  0.38
H10 -0.14 -2.79 -2.51  0.18
H11 -0.46 -1.17 -1.70  0.41
O2 0.14 -2.26 -1.78  -0.81
H12 -1.00 2.06 -1.89  0.30
H13 -0.33 3.06 -1.04  0.34
O3 -0.36 2.78 -1.96  -0.63

No. 3
C12H8NO3PtS2 as an isolated structure in a non-equilibrium geometry, computed with ωB97M-V/def2-TZVPD.

max |F| = 0.0381 hartree/bohr
E_HOMO (alpha / beta) = 1.36 / -0.85 eV
LUMO level (alpha / beta) = 0.18935 / 0.18920 Eh
HOMO-LUMO gap (alpha / beta) = 0.1394 / 0.2205 hartree
spin multiplicity = 2
charge = -2

Last column: Mulliken charge in e.
CARTESIAN COORDINATES (ANGSTROEM)
Pt1 -0.04 0.02 0.05  0.68
O1 -2.65 -0.44 3.40  -0.74
C1 -1.72 -0.79 2.66  0.70
O2 -1.08 0.03 1.92  -0.66
C2 -1.31 -2.25 2.72  0.11
C3 -1.90 -2.99 3.75  -0.45
C4 -1.64 -4.33 3.97  -0.53
C5 -0.76 -4.98 3.12  -0.36
C6 -0.17 -4.28 2.09  -0.82
C7 -0.41 -2.91 1.86  0.55
S1 0.51 -2.25 0.53  -0.58
H1 -2.59 -2.45 4.39  0.38
H2 -2.11 -4.86 4.79  0.33
H3 -0.53 -6.04 3.26  0.32
H4 0.53 -4.78 1.42  0.36
O3 1.20 0.10 -1.75  -0.85
N1 1.82 1.29 -1.81  0.43
C8 3.10 1.33 -2.35  -0.46
C9 3.78 2.51 -2.47  -0.54
C10 3.21 3.71 -2.01  -0.34
C11 1.93 3.63 -1.40  -0.72
C12 1.25 2.44 -1.31  0.37
S2 -0.34 2.31 -0.61  -0.55
H5 3.48 0.37 -2.66  0.38
H6 4.76 2.51 -2.91  0.31
H7 3.73 4.66 -2.08  0.34
H8 1.45 4.51 -0.99  0.32

No. 4
C4H6NO2 as an isolated structure in a non-equilibrium geometry, computed with ωB97M-V/def2-TZVPD.

max |F| = 0.0809 hartree/bohr
E_HOMO = -14.69 eV
LUMO level = -0.15896 Eh
energy above the lowest of the compared OMol25 structures with the same formula, charge and spin = 55.1 kcal/mol
HOMO-LUMO gap = 0.3807 hartree
charge = +1

Last column: Mulliken charge in e.
CARTESIAN COORDINATES (ANGSTROEM)
C1 0.43 -0.57 -0.17  -0.31
C2 0.18 0.75 -0.13  0.48
C3 2.02 -0.09 -0.02  0.59
C4 -0.96 1.65 0.08  -1.08
N1 -0.48 -1.73 -0.05  -0.22
O1 3.02 -0.65 0.05  -0.34
O2 1.53 1.18 -0.08  -0.31
H1 -0.83 2.27 0.96  0.33
H2 -1.78 1.08 0.02  0.37
H3 -0.88 2.22 -0.81  0.35
H4 -1.46 -1.63 0.20  0.35
H5 -0.35 -2.25 0.88  0.41
H6 -0.43 -2.23 -0.91  0.38

No. 5
A 2-piece molecular cluster, CH11N2Si2 overall in a non-equilibrium geometry, computed with ωB97M-V/def2-TZVPD.

max |F| = 0.1095 hartree/bohr
E_HOMO = -14.64 eV
LUMO level = -0.14601 Eh
energy above the lowest of the compared OMol25 structures with the same formula, charge and spin = 32.8 kcal/mol
HOMO-LUMO gap = 0.3921 hartree
charge = +1

Last column: Mulliken charge in e.
CARTESIAN COORDINATES (ANGSTROEM)
C1 0.14 -0.29 -0.50  0.45
N1 -0.03 1.42 0.98  -0.69
N2 -0.17 0.28 -1.63  -0.32
Si1 -1.69 -0.93 0.23  0.30
Si2 1.92 -0.88 -0.02  0.38
H1 -0.60 2.08 0.55  0.27
H2 -0.73 1.07 1.57  0.25
H3 0.58 0.56 -2.27  0.24
H4 0.67 1.86 1.51  0.27
H5 -1.00 0.67 -1.85  0.17
H6 -1.58 -1.63 1.54  -0.02
H7 -2.19 0.43 0.42  -0.06
H8 -2.14 -1.72 -0.91  -0.05
H9 2.62 -0.58 -1.26  -0.08
H10 1.82 -2.26 0.43  -0.05
H11 2.37 -0.07 1.20  -0.06

No. 6
C3H8O4 as an isolated structure in a non-equilibrium geometry, computed with ωB97M-V/def2-TZVPD.

max |F| = 0.0260 hartree/bohr
E_HOMO = -10.12 eV
LUMO level = 0.03109 Eh
energy above the lowest of the compared OMol25 structures with the same formula, charge and spin = 62.4 kcal/mol
HOMO-LUMO gap = 0.4029 hartree

Last column: Mulliken charge in e.
CARTESIAN COORDINATES (ANGSTROEM)
C1 -1.99 -0.13 -0.09  0.28
C2 0.77 0.02 -0.78  -0.39
C3 1.98 0.20 0.13  -0.50
O1 -0.21 -0.76 -0.12  -0.54
O2 -2.80 -1.11 -0.47  -0.41
O3 -1.80 0.12 1.16  -0.65
O4 1.64 0.81 1.37  -0.51
H1 -2.91 -1.72 0.28  0.35
H2 -0.62 -0.30 0.95  0.50
H3 1.27 1.68 1.21  0.31
H4 -1.93 0.64 -0.87  0.35
H5 0.37 1.01 -1.04  0.32
H6 1.07 -0.48 -1.71  0.30
H7 2.75 0.78 -0.41  0.32
H8 2.40 -0.77 0.38  0.29